2 unconnected molecules or ions with the total composition C20H37FINO8S in a non-equilibrium geometry. Source: the OMol25 dataset; level of theory: ωB97M-V with the def2-TZVPD basis set.

Geometry (Å):
C 5.9289 -3.7353 0.7097
C 5.8972 -2.7634 -0.4946
C 5.0172 -1.5138 -0.2665
C 3.9288 -1.3023 -1.3343
C 2.5253 -1.0368 -0.7493
C 1.7754 -0.0676 -1.6667
C 0.2746 0.1851 -1.3666
C 0.0483 0.1795 0.1352
C -1.1068 1.0408 0.6582
C -1.2189 0.8305 2.1620
F -2.4875 1.2366 2.5760
O 0.0189 1.5611 -1.8306
S -0.1000 1.5437 -3.4368
O -1.2856 2.2613 -3.7690
O 1.1084 1.9537 -4.0577
O -0.2895 -0.0355 -3.5869
C -0.6965 -0.5905 -2.2634
I -0.1725 -2.6659 -2.4731
C -2.2087 -0.3088 -2.1746
C -3.1299 -1.4276 -1.6797
C -2.8440 -1.9763 -0.2668
C -4.0598 -2.0189 0.6708
N -4.7748 -3.2959 0.7094
C -4.9587 -3.9697 -0.5022
C -5.9215 -3.3868 -1.5046
O -4.3831 -5.0302 -0.7493
H 6.8382 -3.6283 1.2912
H 5.0745 -3.5474 1.3537
H 5.8604 -4.7591 0.3541
H 6.9195 -2.4532 -0.6945
H 5.5738 -3.3120 -1.3752
H 5.6920 -0.6610 -0.3006
H 4.6140 -1.5415 0.7427
H 3.9058 -2.1415 -2.0232
H 4.1919 -0.4097 -1.8993
H 2.6900 -0.5912 0.2277
H 2.0035 -1.9799 -0.6290
H 1.9308 -0.3990 -2.6902
H 2.2618 0.9011 -1.5907
H 0.9452 0.5094 0.6494
H -0.1188 -0.8493 0.4577
H -0.8882 2.0845 0.4605
H -2.0737 0.7668 0.2577
H -0.4673 1.3806 2.7206
H -1.1690 -0.2375 2.3746
H -2.3970 0.6087 -1.6303
H -2.5121 -0.1016 -3.1954
H -4.1234 -0.9757 -1.6464
H -3.2021 -2.2143 -2.4243
H -2.3942 -2.9616 -0.3556
H -2.0926 -1.3455 0.2002
H -4.7232 -1.1897 0.4273
H -3.6956 -1.8457 1.6788
H -4.4067 -3.9242 1.4057
H -6.3954 -2.4645 -1.1884
H -6.6522 -4.1610 -1.7128
H -5.3830 -3.2159 -2.4324
C 2.2195 6.6453 4.5478
O 1.3026 6.8412 3.4696
C 0.6082 5.7567 3.1386
O 0.6975 4.6759 3.6587
O -0.1998 6.0711 2.1298
C -1.0119 4.9863 1.6817
H 2.7110 7.5999 4.7084
H 1.6912 6.3524 5.4528
H 2.9625 5.8939 4.2882
H -1.6677 4.6388 2.4780
H -0.3892 4.1688 1.3229
H -1.6158 5.3618 0.8612

Atomic forces in eV per Å
C -0.19 0.22 -0.57
C 0.09 -0.19 0.60
C 0.62 -0.31 -0.54
C -0.22 0.46 0.56
C 0.60 0.09 -0.31
C -0.12 -0.66 0.26
C 1.03 0.59 0.50
C -0.91 0.05 0.12
C 0.50 -0.12 0.65
C -0.43 -0.23 -0.51
F 0.09 0.24 0.14
O -0.16 -0.38 -0.71
S -0.36 1.08 0.14
O -0.01 -0.45 0.11
O 0.19 -0.51 0.13
O 0.07 0.31 0.34
C 0.09 0.10 -1.17
I -0.20 0.16 0.05
C -0.14 -0.85 0.00
C -0.32 0.36 0.52
C 0.06 0.07 -0.34
C 0.27 0.06 0.01
N -0.34 -0.10 -0.31
C 0.82 -1.21 -0.27
C 0.45 0.13 -0.05
O -0.91 1.10 0.55
H 0.07 0.01 0.16
H -0.07 -0.10 0.18
H 0.10 -0.19 0.13
H 0.10 0.03 -0.17
H -0.16 0.04 -0.14
H -0.10 0.25 0.17
H -0.25 -0.03 0.06
H -0.08 -0.07 -0.17
H 0.10 -0.05 -0.30
H -0.23 0.02 0.20
H -0.16 -0.08 0.19
H -0.20 0.02 -0.17
H 0.01 0.18 0.04
H 0.24 0.07 -0.13
H 0.17 -0.17 -0.11
H -0.25 0.16 -0.22
H -0.07 0.09 -0.21
H 0.04 0.04 0.17
H 0.19 -0.08 0.22
H 0.19 0.11 0.11
H 0.00 0.07 -0.15
H -0.10 0.06 -0.14
H 0.19 -0.18 -0.04
H 0.00 -0.18 0.19
H 0.04 0.04 0.10
H -0.23 -0.01 0.01
H -0.17 0.05 0.20
H 0.40 -0.13 -0.11
H -0.11 0.03 0.14
H -0.23 0.00 0.04
H 0.01 0.03 -0.14
C 0.15 0.08 0.13
O 0.03 0.08 0.02
C 0.02 0.11 -0.06
O 0.02 -0.16 0.06
O -0.06 0.03 -0.05
C -0.22 -0.11 -0.17
H -0.06 0.05 -0.09
H 0.00 -0.09 -0.02
H -0.06 -0.07 0.02
H 0.08 -0.07 0.05
H 0.02 -0.03 0.08
H 0.08 0.14 0.00

Computed properties:
E_tot, eV: -60862.6989
Frontier orbital gap, eV: 9.59
SMILES: CCCCCC[C@@]1(CCCF)OS(=O)(=O)O[C@]1(I)CCCCNC(C)=O.COC(=O)OC
Net charge: 0
HOMO, Ha: -0.3553

Which charges does natural (NBO) predict for the atoms? In e, they are: -0.61 -0.40 -0.40 -0.39 -0.41 -0.45 0.22 -0.45 -0.43 0.06 -0.37 -0.72 2.55 -0.91 -0.89 -0.75 0.21 0.20 -0.50 -0.41 -0.45 -0.21 -0.65 0.69 -0.73 -0.59 0.21 0.20 0.21 0.20 0.19 0.21 0.19 0.20 0.20 0.19 0.21 0.24 0.24 0.23 0.23 0.22 0.21 0.18 0.15 0.24 0.25 0.21 0.22 0.23 0.20 0.19 0.21 0.39 0.22 0.25 0.24 -0.26 -0.49 0.98 -0.65 -0.49 -0.26 0.20 0.19 0.19 0.20 0.18 0.20


A molecular structure, C20H37N2O2P2SiTi in a non-equilibrium geometry. Source: the OMol25 dataset; level of theory: ωB97M-V with the def2-TZVPD basis set.

Geometry (Å):
Ti -0.0540 -0.0872 -0.3508
P 1.1271 1.5469 -1.7215
C 2.3947 0.5354 -2.4334
C 2.6037 -0.7219 -1.8335
N 1.6776 -1.2316 -0.9231
C 1.8091 -2.5062 -0.4910
C 2.9681 -3.2402 -0.7418
C 3.9661 -2.6967 -1.5438
C 3.7640 -1.4734 -2.1143
C 0.7047 -3.1329 0.3402
P -0.9352 -2.4100 -0.1051
H 4.5127 -0.9889 -2.7429
H 3.0535 -4.2141 -0.2662
H 4.9051 -3.2485 -1.6922
H 0.6626 -4.2288 0.2036
H 0.8738 -2.9378 1.4145
H 1.7922 -0.5211 -4.9275
H 3.1566 0.8925 -3.1381
H -1.1841 -1.2644 -4.8544
O 1.1332 -0.8804 -5.5549
H 1.5315 -0.7836 -6.4435
H -1.3168 0.0470 -1.3654
O -2.0584 -1.1911 -4.4205
H -2.0166 -1.7348 -3.6135
C -1.5004 -3.5057 -1.4404
H -1.5391 -4.5495 -1.1199
H -2.4966 -3.1617 -1.7247
H -0.8303 -3.3911 -2.2924
C -1.9485 -2.9538 1.2968
H -2.9519 -2.5870 1.0828
H -1.9680 -4.0296 1.4865
H -1.5784 -2.4271 2.1739
C 2.0326 2.7264 -0.6588
H 2.7604 3.2780 -1.2633
H 1.3589 3.4267 -0.1560
H 2.5608 2.1415 0.1027
C 0.2757 2.4936 -3.0022
H -0.4360 3.1882 -2.5505
H 0.9948 3.0396 -3.6172
H -0.2861 1.7808 -3.6130
C -1.3116 3.5524 0.0469
Si -0.6850 2.7344 1.6081
C 0.7556 3.5214 2.4854
C -2.0977 2.9038 2.8158
N -0.2485 1.0312 1.3230
C -0.8246 0.2009 2.3192
C -0.0703 -0.1543 3.4599
C -0.7344 -0.6230 4.5832
C -2.1319 -0.7678 4.5727
C -2.8793 -0.4585 3.4258
C -2.2232 -0.0285 2.2795
H -1.8337 4.4277 0.4747
H -2.0525 2.9376 -0.4871
H -0.5665 3.9158 -0.6704
H 0.4247 4.5532 2.6843
H 0.9352 3.0208 3.4503
H 1.6936 3.5435 1.9197
H -3.0428 2.4985 2.4259
H -1.8914 2.4383 3.7914
H -2.2008 3.9926 2.9483
H 1.0068 0.0416 3.4279
H -0.1676 -0.8621 5.4844
H -2.6509 -1.1339 5.4560
H -3.9631 -0.5471 3.4153
H -2.7594 0.2641 1.3747

Atomic forces in eV per Å
Ti -0.38 1.27 2.77
P -0.90 0.87 0.35
C 0.75 -0.05 -0.05
C 0.05 -0.69 0.60
N 0.07 -0.83 -0.76
C 0.20 0.39 0.21
C 0.00 -0.13 -0.04
C 0.48 -0.95 0.44
C 0.21 1.03 -0.52
C 0.10 -0.08 -0.02
P 0.09 -1.09 0.60
H -0.15 -0.37 0.08
H 0.14 0.13 -0.27
H -0.51 0.31 -0.04
H 0.33 0.42 0.08
H -0.04 0.00 -0.34
H -0.49 -0.27 -0.62
H -0.35 -0.15 0.18
H -0.54 -0.01 0.38
O 0.68 0.30 -0.03
H -0.30 -0.06 0.72
H -0.83 0.16 -0.91
O 0.58 -0.29 0.16
H 0.10 0.41 -0.60
C 0.06 0.40 -0.13
H 0.02 0.14 -0.03
H -0.01 -0.16 -0.10
H -0.05 -0.14 -0.12
C -0.04 0.26 0.00
H -0.14 -0.12 0.23
H 0.11 0.06 -0.29
H -0.12 -0.14 0.12
C 0.54 -0.01 -0.30
H -0.05 0.04 0.17
H 0.15 -0.28 -0.31
H -0.08 0.17 -0.10
C 0.34 -0.08 -0.44
H 0.18 -0.17 -0.03
H -0.16 0.06 -0.06
H 0.06 0.13 0.00
C 0.03 0.51 0.10
Si 0.14 -1.19 0.16
C 0.02 0.56 -0.13
C -0.14 0.02 0.00
N -0.03 -0.60 -1.65
C -0.34 0.23 0.36
C -0.39 0.14 -0.63
C -0.31 -0.35 0.13
C -0.05 0.03 -0.21
C 0.45 -0.32 0.05
C 0.64 0.24 0.48
H 0.08 -0.11 -0.50
H 0.23 0.11 0.25
H -0.28 0.02 0.26
H 0.41 -0.12 0.14
H -0.13 0.14 -0.33
H -0.19 0.07 0.26
H 0.24 0.25 0.17
H -0.08 0.19 -0.28
H -0.16 -0.26 0.14
H -0.41 -0.08 0.19
H -0.21 0.03 -0.22
H 0.17 0.15 -0.11
H 0.18 -0.09 0.13
H 0.07 -0.06 0.26

Computed properties:
Spin multiplicity: 3
E_tot, eV: -77981.3185
Relative energy (zero: lowest compared OMol25 entry of this formula, charge and spin), eV: 1.394
Frontier orbital gap (spin up / spin down), eV: 7.25 / 5.52
Net charge: +1
HOMO (spin up / spin down), Ha: -0.3861 / -0.3992
<S²>: 2.0402

Which charges does natural (NBO) predict for the atoms? In e, they are: 1.27 0.85 -0.43 0.13 -0.58 0.28 -0.21 -0.14 -0.18 -0.77 0.89 0.24 0.24 0.25 0.25 0.27 0.47 0.23 0.49 -0.95 0.49 -0.42 -0.94 0.46 -0.93 0.25 0.26 0.24 -0.93 0.25 0.25 0.27 -0.92 0.24 0.27 0.25 -0.93 0.27 0.24 0.27 -1.15 1.85 -1.14 -1.14 -1.26 0.09 -0.21 -0.22 -0.23 -0.20 -0.25 0.25 0.26 0.22 0.24 0.25 0.23 0.24 0.25 0.24 0.22 0.23 0.23 0.23 0.23


2 unconnected molecules or ions with the total composition C20H37Si3 in a non-equilibrium geometry. Source: the OMol25 dataset; level of theory: ωB97M-V with the def2-TZVPD basis set.

Geometry (Å):
C -1.7712 2.3512 1.9217
Si -0.3847 3.1811 0.9032
C 1.0970 2.3871 1.8183
H -0.1770 -1.5823 0.9798
C -0.3992 2.5030 -0.9573
Si -1.9920 1.7136 -1.7019
C -2.2216 -0.1355 -1.5716
C -3.4710 2.5425 -0.9162
C -2.0783 2.0989 -3.5411
Si 1.1667 1.6885 -1.7284
C 1.4008 -0.1433 -1.4407
C 1.1917 1.9431 -3.5906
C 2.6778 2.5883 -1.0945
H -2.7382 2.8747 1.8557
H -1.8661 1.3282 1.5452
H -1.5050 2.2935 2.9930
H 2.0492 2.9293 1.6736
H 0.9125 2.3304 2.9099
H 1.1819 1.3595 1.4385
H -0.3996 3.4773 -1.5336
H -3.2280 -0.3716 -1.9468
H -1.5121 -0.7082 -2.1765
H -2.1684 -0.4990 -0.5413
H -4.2634 2.5793 -1.6791
H -3.8364 1.9644 -0.0578
H -3.2557 3.5683 -0.5882
H -3.1457 2.1598 -3.7962
H -1.6089 3.0502 -3.8228
H -1.6317 1.2972 -4.1422
H 2.4476 -0.3907 -1.6693
H 1.2187 -0.4574 -0.4086
H 0.7790 -0.7560 -2.1025
H 2.2492 2.0099 -3.8841
H 0.7515 1.0910 -4.1229
H 0.6932 2.8605 -3.9271
H 3.3994 2.6488 -1.9228
H 2.4531 3.6086 -0.7583
H 3.1444 2.0375 -0.2684
C -0.9049 -2.3466 2.7848
C -2.3870 -2.6373 2.4339
C -2.3419 -3.1841 1.0320
C -1.0764 -3.2666 0.5604
C -0.1170 -2.5318 1.4677
C 1.3644 -2.8299 1.5361
C 2.0272 -3.2792 0.3918
C 3.4236 -3.3943 0.3939
C 4.1488 -3.1243 1.5663
C 3.4780 -2.6281 2.6914
C 2.0925 -2.4955 2.6733
H -0.8016 -1.3285 3.1880
H -0.5512 -3.0312 3.5681
H -2.8374 -3.3336 3.1571
H -2.9785 -1.7135 2.5135
H -3.2545 -3.4772 0.5216
H -0.7257 -3.6836 -0.3787
H 1.4782 -3.5674 -0.4986
H 3.9503 -3.7522 -0.4935
H 5.2337 -3.2649 1.5888
H 4.0376 -2.3860 3.5909
H 1.5827 -2.1656 3.5631

Atomic forces in eV per Å
C -0.63 2.00 0.74
Si 0.27 -6.17 -0.92
C 0.62 1.99 0.77
H 0.36 1.32 -0.32
C -0.11 2.24 0.50
Si -0.85 0.26 -0.28
C 0.26 -0.07 0.30
C -0.16 -0.02 0.10
C 0.23 0.13 -0.01
Si 0.96 0.18 -0.14
C -0.20 -0.10 0.18
C -0.29 0.07 -0.09
C 0.17 0.02 0.16
H 0.19 -0.52 -0.01
H 0.19 0.12 -0.44
H 0.03 0.17 -0.54
H -0.29 -0.57 0.03
H -0.01 0.15 -0.62
H -0.23 0.24 -0.37
H 0.00 -0.74 -0.05
H 0.17 0.16 0.07
H -0.06 0.09 0.12
H 0.01 -0.13 -0.05
H 0.11 0.05 0.37
H -0.05 0.20 -0.18
H -0.16 -0.14 -0.10
H 0.24 -0.04 0.00
H -0.17 -0.21 0.01
H -0.08 0.23 0.08
H -0.18 0.14 0.05
H 0.04 -0.07 -0.06
H 0.04 0.11 0.16
H -0.26 -0.06 0.06
H 0.04 0.23 0.05
H 0.16 -0.20 0.02
H -0.10 0.04 0.36
H 0.15 -0.11 -0.09
H 0.02 0.20 -0.15
C 0.01 -0.16 0.30
C 0.12 0.39 0.31
C 1.13 -0.47 -0.33
C -1.04 -0.36 0.61
C -0.40 -0.02 0.41
C -0.48 -0.13 -0.35
C 0.82 -0.02 0.24
C -0.04 -0.28 0.51
C -0.24 0.41 -0.24
C 0.20 -0.44 -0.36
C 0.38 -0.18 -0.21
H 0.12 -0.28 -0.08
H -0.03 0.08 -0.28
H 0.05 0.09 -0.34
H -0.04 -0.15 -0.17
H 0.27 -0.16 -0.06
H -0.41 0.08 0.00
H 0.01 0.15 0.07
H -0.21 0.09 0.26
H -0.43 0.09 -0.03
H -0.09 -0.06 -0.12
H -0.10 0.14 0.12

Computed properties:
E_tot, eV: -44966.3327
Frontier orbital gap, eV: 4.11
Net charge: +1
HOMO, Ha: -0.4018

Which charges does natural (NBO) predict for the atoms? In e, they are: -1.15 1.91 -1.15 0.19 -1.65 1.70 -1.13 -1.13 -1.12 1.70 -1.14 -1.12 -1.13 0.27 0.29 0.26 0.27 0.26 0.29 0.30 0.26 0.25 0.24 0.26 0.24 0.22 0.25 0.24 0.25 0.27 0.24 0.25 0.26 0.25 0.24 0.26 0.22 0.24 -0.39 -0.44 -0.19 -0.18 -0.27 -0.04 -0.22 -0.20 -0.22 -0.22 -0.18 0.19 0.22 0.23 0.20 0.22 0.22 0.21 0.22 0.22 0.22 0.20


3 unconnected molecules or ions with the total composition C20H38BFI2N2O6PS in a non-equilibrium geometry. Source: the OMol25 dataset; level of theory: ωB97M-V with the def2-TZVPD basis set.

Geometry (Å):
C 3.8922 0.8257 -0.3309
C 2.7313 1.2959 0.5243
O 1.4486 1.2169 -0.0755
B 0.9043 -0.0001 -0.4117
O 1.4771 -1.1085 0.2246
P -0.7489 -0.1574 -1.5664
N -0.5289 -1.9187 -1.5858
C -1.0895 1.7226 -1.5426
C -1.7940 2.3635 -2.7536
C -3.2843 2.6156 -2.5620
O -3.7898 3.5442 -3.5215
C -4.0194 2.9670 -4.7897
C -1.7485 -0.3163 0.1256
C -1.8300 -1.6461 0.7605
O -1.2966 -2.0036 1.7662
F -2.6832 -2.5130 0.1486
N -2.3553 -0.3396 -2.6339
C -3.3923 -0.8828 -2.4647
S -4.7283 -1.7712 -2.4138
C 0.2673 0.0505 -3.3169
I 1.6533 1.6660 -3.4496
C 0.1343 -0.6914 -4.4211
C -0.7810 -1.8766 -4.6234
I 1.2175 -0.3388 -6.2441
H 4.1148 1.5305 -1.1307
H 4.7814 0.7824 0.3035
H 3.7639 -0.1686 -0.7550
H 2.7519 0.8173 1.5060
H 2.8994 2.3588 0.7235
H 1.9971 -1.6586 -0.3658
H 0.2834 -2.1719 -2.1373
H -1.3091 -2.4332 -1.9813
H -0.1632 2.2681 -1.3927
H -1.7040 1.9717 -0.6731
H -1.5823 1.8571 -3.6981
H -1.3835 3.3740 -2.8758
H -3.8698 1.6955 -2.6218
H -3.4301 3.0951 -1.5925
H -3.2089 3.2205 -5.4796
H -4.1034 1.8780 -4.7318
H -4.9562 3.3601 -5.1901
H -1.1700 0.2766 0.8352
H -2.7214 0.1749 0.0994
H -1.8302 -1.6105 -4.5185
H -0.6694 -2.2562 -5.6374
H -0.5368 -2.7152 -3.9761
C -4.5539 0.1050 4.3706
C -3.4876 1.0266 4.9603
C -2.3648 0.8846 3.9382
O -2.9964 0.6448 2.6849
C -4.3758 0.3457 2.8763
H -5.5650 0.3212 4.7150
H -4.3239 -0.9345 4.6137
H -3.8526 2.0565 4.9838
H -3.1771 0.7523 5.9681
H -1.7184 0.0312 4.1698
H -1.7426 1.7775 3.8582
H -4.9734 1.2003 2.5375
H -4.6396 -0.5219 2.2693
C 5.5376 -2.6092 3.5827
C 7.0198 -2.6099 3.2115
C 7.0195 -1.7478 1.9547
O 5.9581 -0.8099 2.1136
C 5.1289 -1.1893 3.2139
H 5.3450 -2.8437 4.6286
H 4.9961 -3.3294 2.9663
H 7.6051 -2.1305 3.9998
H 7.4300 -3.6043 3.0398
H 6.8246 -2.3528 1.0621
H 7.9548 -1.2058 1.8060
H 5.3093 -0.4972 4.0442
H 4.0832 -1.1082 2.9157

Atomic forces in eV per Å
C 0.36 0.04 0.08
C 0.23 0.53 0.44
O -0.23 -0.21 -0.29
B 0.16 -0.09 0.07
O 0.44 0.38 -0.19
P 1.40 0.65 1.41
N -0.20 -0.08 -0.45
C -0.59 0.29 -0.70
C 0.15 0.59 0.12
C 0.21 0.06 -0.27
O -0.24 -0.16 0.04
C 0.10 0.11 0.01
C 0.31 0.09 -0.14
C 0.12 0.06 0.62
O -0.07 -0.11 -0.26
F -0.11 0.07 -0.14
N -1.00 -0.25 0.45
C 0.58 -0.28 -0.64
S -0.31 0.18 0.10
C -0.08 -0.01 -0.52
I -0.01 -0.06 0.23
C 0.03 0.06 0.18
C 0.02 -0.20 -0.70
I -0.02 -0.10 -0.04
H -0.20 -0.07 -0.15
H -0.02 -0.05 0.04
H -0.14 0.02 -0.02
H -0.18 -0.31 -0.13
H -0.13 0.02 0.00
H -0.39 -0.33 0.03
H 0.04 0.09 0.03
H -0.06 0.08 0.12
H 0.17 -0.31 0.09
H 0.06 -0.30 0.14
H -0.11 -0.22 0.07
H 0.12 -0.04 -0.06
H -0.04 0.00 0.19
H -0.11 -0.08 0.05
H 0.01 -0.08 -0.05
H 0.02 -0.02 0.02
H 0.01 0.05 -0.01
H -0.03 0.10 0.00
H -0.15 -0.30 -0.30
H 0.04 0.03 0.29
H 0.01 0.03 0.00
H -0.08 0.09 0.19
C 0.04 -0.07 0.03
C -0.04 0.06 -0.03
C 0.04 -0.14 0.04
O -0.09 0.16 0.04
C -0.03 0.03 0.01
H 0.00 0.02 0.00
H 0.00 0.00 -0.02
H 0.01 0.00 0.00
H 0.00 -0.02 0.00
H 0.01 0.01 0.02
H -0.01 0.01 -0.04
H -0.04 -0.03 0.02
H 0.04 0.01 -0.03
C 0.00 -0.05 -0.07
C 0.01 0.04 0.06
C -0.06 -0.07 -0.03
O 0.04 0.05 0.00
C -0.01 0.03 0.04
H 0.01 0.01 0.01
H -0.02 0.01 0.00
H 0.00 0.00 -0.01
H -0.02 -0.01 -0.01
H 0.04 -0.02 0.00
H -0.01 0.03 0.00
H -0.02 -0.02 0.02
H 0.01 0.01 -0.04

Computed properties:
E_tot, eV: -76341.7218
Frontier orbital gap, eV: 7.57
Net charge: -1
HOMO, Ha: -0.1947

Which charges does Löwdin predict for the atoms? In e, they are: -0.08 -0.24 -0.03 -0.68 0.10 0.67 -0.11 -0.31 -0.25 -0.24 -0.20 -0.12 -0.18 -0.53 0.12 0.04 -0.03 -0.91 0.55 -0.74 0.88 -0.85 -0.21 0.70 0.05 0.06 0.07 0.11 0.12 0.09 0.03 0.04 0.02 0.08 0.08 0.11 0.09 0.12 0.08 0.09 0.08 0.08 0.09 0.06 0.01 0.06 -0.17 -0.17 -0.20 -0.16 -0.20 0.11 0.11 0.11 0.11 0.12 0.12 0.12 0.12 -0.17 -0.17 -0.21 -0.15 -0.20 0.11 0.12 0.11 0.11 0.12 0.11 0.12 0.12